[1]
ORCA calculation (ωB97M-V/def2-TZVPD) on an isolated ion of composition C2H4NO3S and charge -1.

Values from the calculation:
energy relative to the best compared isomer or geometry (same formula, charge and spin) = 129.15 kJ/mol
SMILES = O=S(=O)([O-])N1CC1
HOMO-LUMO gap = 8.80 eV
calculated total energy = -20606.4352 eV

```
! RIJCOSX wB97M-V def2-TZVPD def2/J DEFGRID3
* xyz -1 1
O 3.10089 1.05655 0.61888
S 2.50749 -0.10249 -0.00108
O 3.26361 -1.34350 0.01833
O 2.20972 0.26831 -1.38139
N 0.97873 -0.31141 0.90969
C -0.02133 -0.53521 -0.10771
C 0.13701 0.81166 0.38374
H -0.92330 -1.04714 0.05053
H 0.18041 -0.92275 -1.17533
H 0.78277 1.48120 -0.27595
H -0.67226 1.36875 0.97880
*
```

natural (NBO) atomic charge list, values in e, 4 entries:
1 O -1.031
2 S 2.452
3 O -1.001
4 O -1.046

---

[2]
ORCA calculation (ωB97M-V/def2-TZVPD) on a 6-piece molecular cluster, C28H64BN8O7 overall.

Values from the calculation:
HOMO-LUMO gap = 7.26 eV
calculated total energy = -57000.3984 eV

```
! RIJCOSX wB97M-V def2-TZVPD def2/J DEFGRID3
* xyz 1 1
C 2.86018 -0.50796 -0.99905
C 1.95785 -0.79056 0.20017
O 1.13521 0.30281 0.58150
C 0.34739 0.81770 -0.45854
C -0.59885 -0.18815 -1.14931
C -0.45322 -0.19149 -2.68861
C -1.79052 -0.49311 -3.37901
C -2.50691 0.75631 -3.92360
N -2.99979 1.56687 -2.78175
C -2.15496 2.77674 -2.49445
C -2.65589 3.38523 -1.17004
C -3.82515 2.55269 -0.65505
N -4.85305 2.48303 -1.71404
B -6.10937 1.71442 -1.26605
O -7.31480 2.27800 -1.58150
C -6.02881 0.36961 -0.49135
C -5.17975 -0.72023 -1.21362
C -4.30570 1.96348 -2.84207
N -5.06501 1.90182 -3.97662
H 3.82762 -0.98369 -0.87517
H 3.02360 0.56479 -1.08512
H 2.42524 -0.89930 -1.91660
H 1.38760 -1.71095 0.06002
H 2.61139 -0.96812 1.05229
H -0.27861 1.58015 0.01167
H 0.95646 1.35295 -1.19390
H -0.49614 -1.19292 -0.75243
H -1.62421 0.12883 -0.94753
H -0.05642 0.76294 -3.02714
H 0.22924 -0.99707 -2.95295
H -2.49175 -0.95760 -2.68424
H -1.69451 -1.19321 -4.20822
H -3.31003 0.41557 -4.56191
H -1.76594 1.31996 -4.49036
H -2.35192 3.49326 -3.29222
H -1.09581 2.55321 -2.49867
H -1.89176 3.47259 -0.40552
H -3.05935 4.36334 -1.42357
H -3.52026 1.55363 -0.34026
H -4.19703 3.05491 0.23621
H -7.62339 2.92272 -0.94004
H -7.04249 -0.01182 -0.42633
H -5.67059 0.49114 0.53066
H -4.14224 -0.66666 -0.89475
H -5.59739 -1.68508 -0.94611
H -5.24303 -0.59591 -2.29576
H -4.82707 2.45598 -4.77920
H -5.86246 1.29766 -4.06075
C 2.61200 2.61452 2.34782
C 3.67052 3.13833 1.41042
O 3.97784 2.56201 0.37285
N 4.28644 4.29716 1.75917
C 4.05828 5.10454 2.94389
H 2.21953 1.69058 1.93252
H 3.03081 2.41479 3.32531
H 1.80047 3.33600 2.44331
H 4.98102 4.60255 1.09636
H 3.74244 6.10927 2.65481
H 4.98044 5.18662 3.52164
H 3.29412 4.65935 3.57273
C -6.91683 -3.63648 1.35492
C -7.78327 -2.43294 1.64353
O -7.33003 -1.29435 1.64969
N -9.09298 -2.65506 1.90096
C -9.80240 -3.92254 1.93940
H -5.90135 -3.29734 1.17387
H -6.91034 -4.31893 2.20461
H -7.27518 -4.16735 0.47219
H -9.61511 -1.81347 2.08813
H -10.60634 -3.92106 1.20266
H -10.23872 -4.07384 2.92704
H -9.13330 -4.74774 1.72400
C 5.26384 -4.22947 -3.37966
C 4.03533 -3.36950 -3.21632
O 3.29647 -3.47094 -2.24889
N 3.77811 -2.46023 -4.19499
C 4.54163 -2.20017 -5.40177
H 5.33886 -4.89729 -2.52792
H 5.19703 -4.82941 -4.28750
H 6.15985 -3.60846 -3.41669
H 2.94873 -1.91393 -4.03007
H 4.88213 -1.16354 -5.41208
H 3.91904 -2.36873 -6.28213
H 5.40685 -2.85061 -5.45817
C 7.53113 -4.42247 -0.04512
C 8.65884 -3.92867 -0.92111
O 9.00832 -4.52937 -1.92332
N 9.27515 -2.77388 -0.55305
C 8.99505 -1.93025 0.59382
H 7.14316 -5.34407 -0.46692
H 7.88273 -4.62132 0.96760
H 6.72868 -3.68370 -0.01310
H 10.01642 -2.49823 -1.17731
H 8.72121 -0.92720 0.26271
H 9.88034 -1.85485 1.22728
H 8.17995 -2.33652 1.18211
C 0.05296 2.24225 5.74249
C 1.40286 2.81919 6.09918
O 2.20260 3.16317 5.23981
N 1.70338 2.94166 7.41409
C 0.88848 2.58712 8.56224
H -0.03116 2.20792 4.66047
H -0.04876 1.23016 6.13486
H -0.74903 2.86478 6.14067
H 2.61746 3.33138 7.58295
H 0.70850 3.46959 9.17740
H 1.40442 1.84221 9.16917
H -0.06612 2.18022 8.24838
*
```

Löwdin atomic charge list, values in e, 4 entries:
1 C -0.062
2 C -0.239
3 O -0.167
4 C -0.226

---

[3]
ORCA calculation (ωB97M-V/def2-TZVPD) on C16H24ClNO4S3Ti as an isolated structure.

Values from the calculation:
energy relative to the best compared isomer or geometry (same formula, charge and spin) = 125.87 kJ/mol
HOMO-LUMO gap = 5.64 eV
calculated total energy = -94794.4694 eV

```
! RIJCOSX wB97M-V def2-TZVPD def2/J DEFGRID3
* xyz 2 1
Ti -1.59617 0.21623 -0.48721
C 3.82586 2.77866 0.29956
C 4.07473 1.28704 0.08805
S 2.62559 0.20608 0.29335
C 2.09713 -0.21307 -1.38634
C 1.43376 0.86346 -2.22882
S -0.00674 1.75923 -1.54690
C 0.47624 2.79660 -0.10637
C 1.35865 3.98082 -0.46524
S 3.02210 3.63201 -1.08867
H 4.79132 3.27037 0.42394
H 3.25769 2.96224 1.21198
H 4.78282 0.93476 0.83936
H 4.51718 1.08806 -0.88799
H 1.42659 -1.06550 -1.25930
H 2.96379 -0.57522 -1.94268
H 1.03353 0.42861 -3.14824
H 2.12940 1.65377 -2.49917
H 0.92962 2.14551 0.63505
H -0.48998 3.15362 0.25602
H 1.43425 4.60699 0.42576
H 0.89500 4.58861 -1.24330
C 0.42193 -1.10487 3.02448
C -0.22364 -1.25098 1.69624
O -0.65228 -0.17638 1.15391
C -0.35939 -2.51786 1.04484
C 0.03959 -3.70246 1.69801
C -0.04071 -4.91718 1.06498
C -0.51117 -4.97794 -0.24965
C -0.90559 -3.83337 -0.92094
C -0.84182 -2.60690 -0.28364
O -1.20729 -1.49455 -0.95992
H 0.48482 -0.05371 3.28835
H 1.41826 -1.54758 3.01572
H -0.16569 -1.63208 3.78080
H 0.40641 -3.65458 2.71355
H 0.26027 -5.81968 1.57732
H -0.56863 -5.93385 -0.75351
H -1.26327 -3.87591 -1.94100
Cl -3.78973 -0.89235 0.63240
C -4.53674 0.66826 1.14700
C -3.91252 1.72985 0.25763
O -4.53727 2.49914 -0.39946
O -2.56455 1.63327 0.22240
H -4.29170 0.82188 2.19497
H -5.60685 0.59863 0.98982
N -2.83967 0.36392 -2.30696
H -3.48001 -0.42407 -2.39877
H -2.30498 0.39023 -3.17406
H -3.41015 1.21225 -2.29737
*
```

Löwdin atomic charge list, values in e, 4 entries:
1 Ti 0.953
2 C -0.506
3 C -0.494
4 S 0.900

---

[4]
ORCA calculation (ωB97M-V/def2-TZVPD) on C38H52Cl2CoP2 as an isolated structure.

Values from the calculation:
energy relative to the best compared isomer or geometry (same formula, charge and spin) = 23.19 kJ/mol
expectation value of S² = 6.051
HOMO-LUMO gap (alpha / beta) = 5.66 / 7.78 eV
calculated total energy = -121502.8235 eV

```
! RIJCOSX wB97M-V def2-TZVPD def2/J DEFGRID3
* xyz -1 5
P 0.08851 -0.21871 -1.53661
C 1.65724 0.32863 -2.51071
C 1.93654 -0.26052 -3.90931
C 3.31124 0.17265 -4.45520
C 3.56065 1.68981 -4.41173
C 3.22586 2.27607 -3.03745
C 1.83170 1.84284 -2.54159
C -1.40597 0.58867 -2.34406
C -1.29986 0.67261 -3.86797
C -2.58534 1.23662 -4.48617
C -2.99278 2.58387 -3.87493
C -3.00911 2.55192 -2.33775
C -1.72817 1.95332 -1.74119
C -0.09895 -1.97347 -2.15740
C 1.05702 -2.88361 -1.72196
C 1.05758 -4.13772 -2.59846
C -0.27459 -4.89536 -2.53169
C -1.50223 -3.98748 -2.69460
C -1.42356 -2.69738 -1.87311
H 2.42302 -0.07887 -1.83077
H 1.15164 0.05578 -4.61228
H 1.91398 -1.35988 -3.89404
H 3.42112 -0.18236 -5.48969
H 4.09893 -0.31933 -3.86332
H 4.61411 1.89323 -4.64765
H 2.96081 2.18906 -5.18542
H 3.98254 1.94454 -2.30721
H 3.27063 3.37444 -3.07517
H 1.68864 2.25384 -1.53954
H 1.06752 2.29883 -3.19096
H -2.22048 -0.10261 -2.07477
H -3.40046 0.51091 -4.34870
H -1.08203 -0.30712 -4.31840
H -0.46046 1.33099 -4.13223
H -2.43712 1.35632 -5.56557
H -3.98544 2.87403 -4.24462
H -2.28978 3.36081 -4.21064
H -3.14699 3.56966 -1.94861
H -3.86811 1.95492 -1.99391
H -1.82126 1.88293 -0.64845
H -0.88758 2.63612 -1.93682
H -0.04250 -1.84528 -3.25785
H 2.02901 -2.37567 -1.79093
H 0.93815 -3.16039 -0.66474
H 1.25671 -3.84741 -3.64131
H 1.88198 -4.79653 -2.30057
H -0.33614 -5.39216 -1.55370
H -0.30115 -5.67547 -3.30419
H -2.41579 -4.53793 -2.43236
H -1.60440 -3.71270 -3.75434
H -2.29534 -2.06929 -2.09515
H -1.48481 -2.93016 -0.80380
Co 0.17959 -0.22449 0.75466
Cl -1.53403 -1.53658 1.10100
Cl 2.29298 -0.72762 0.55503
C -0.63781 1.29659 1.60339
H -1.58941 1.04049 2.13341
C -0.41508 2.69476 1.54573
C -1.04445 3.57861 2.49536
C -1.11847 4.93676 2.23526
C -0.53895 5.46770 1.06707
C 0.20777 4.64339 0.20987
C 0.34754 3.29080 0.49875
H -1.45902 3.13697 3.40579
H -1.62755 5.60170 2.93749
H 0.68443 5.06636 -0.68096
H 1.02675 2.64475 -0.06138
H -0.65204 6.52714 0.83884
C 2.20755 -0.35274 3.75865
P 0.43204 -0.52587 3.38648
C 0.17902 -2.28474 3.92883
C -0.34636 -2.67169 5.17160
C -0.31954 -4.01331 5.57504
C 0.24951 -4.98238 4.74460
C 0.75749 -4.60810 3.49290
C 0.72042 -3.27220 3.09479
C -0.23816 0.34792 4.86095
C 0.51401 1.01014 5.84786
C -0.13433 1.57038 6.95227
C -1.52658 1.52738 7.04985
C -2.28040 0.87116 6.06730
C -1.63588 0.26345 4.98653
H 2.77829 -0.91283 3.01638
H 2.38740 -0.74556 4.76562
H 2.47349 0.70552 3.67535
H -0.74884 -1.93304 5.86318
H -0.72074 -4.29503 6.55374
H 0.32036 -6.02122 5.07866
H 1.20557 -5.36208 2.83960
H 1.14549 -2.99113 2.13140
H 1.59789 1.06861 5.78338
H 0.45365 2.03613 7.74272
H -2.03432 1.99273 7.89350
H -3.36729 0.80677 6.13877
H -2.21669 -0.30160 4.25033
*
```

Löwdin atomic charge list, values in e, 4 entries:
1 P 1.031
2 C -0.417
3 C -0.200
4 C -0.197

---

[5]
ORCA calculation (ωB97M-V/def2-TZVPD) on C10H20MnO18S2 as an isolated structure.

Values from the calculation:
energy relative to the best compared isomer or geometry (same formula, charge and spin) = 200.24 kJ/mol
expectation value of S² = 8.752
HOMO-LUMO gap (alpha / beta) = 5.69 / 5.75 eV
calculated total energy = -100543.3066 eV

```
! RIJCOSX wB97M-V def2-TZVPD def2/J DEFGRID3
* xyz -2 6
Mn 0.59392 0.64064 -0.47026
O -2.81303 -1.79962 0.14831
C -2.47709 -0.61066 -0.32582
O -1.26426 -0.25155 -0.21846
O -3.30574 0.09835 -0.91307
H -1.98250 -2.05221 0.56897
O 2.86930 -1.18718 -3.60106
C 1.66092 -0.87445 -3.25109
O 0.83491 -0.87091 -4.17604
O 1.33937 -0.38876 -2.12594
H 2.51402 -1.59411 -4.40688
O -1.42913 4.00140 -2.36432
C -0.78956 2.77646 -2.39423
O -0.92550 2.01329 -3.36780
O -0.07491 2.53034 -1.40031
H -1.81037 4.03533 -3.24748
O 4.66970 1.48496 0.73069
C 3.87955 0.84340 -0.11889
O 4.37898 0.10249 -0.97818
O 2.64146 1.16162 -0.00254
H 3.97413 2.06842 1.06067
O 0.89852 2.24762 3.70330
S 0.34095 2.68282 2.43695
O 0.14512 1.69155 1.33429
O -1.09259 3.48225 2.76293
C -2.23749 2.77782 2.37942
C -2.75931 3.21408 1.04889
C 1.17679 4.19898 1.70361
H -3.07382 3.11062 2.99771
H -2.19333 1.68831 2.38225
H -3.60472 2.60802 0.72538
H -2.05464 3.18262 0.21454
H -2.87379 4.29895 1.11059
H 0.57189 4.82480 1.05172
H 2.05225 3.78318 1.20584
H 1.46318 4.73994 2.60575
O 2.18216 -3.20611 -0.69677
S 1.23553 -2.77906 0.28890
O 1.12241 -1.35691 0.64987
O -0.24869 -3.17864 -0.23615
C -0.39016 -4.39389 -0.95950
C -1.71599 -4.99489 -0.51272
C 1.21036 -3.81565 1.89261
H 0.43274 -5.10912 -0.92960
H -0.44524 -4.18013 -2.02838
H -1.99281 -5.95423 -0.95099
H -2.57782 -4.32977 -0.47816
H -1.56582 -5.26859 0.53565
H 0.84487 -4.81408 1.65206
H 0.47718 -3.41977 2.59429
H 2.18810 -3.85797 2.36948
*
```

natural (NBO) atomic charge list, values in e, 4 entries:
1 Mn 1.620
2 O -0.725
3 C 0.961
4 O -0.891